Entry 1:
Molecular formula: C10H22ClCrO4S3Se2
Method: DFT, the ωB97M-V functional and the def2-TZVPD basis

CARTESIAN COORDINATES (ANGSTROEM)
1 Cr -0.446 -0.063 0.099
2 C 0.772 -2.455 2.154
3 C 0.728 -1.159 2.947
4 S 0.962 0.374 2.005
5 C 2.670 0.213 1.360
6 C 2.815 0.437 -0.138
7 S 1.624 -0.454 -1.179
8 C 2.075 -2.184 -0.833
9 C 0.868 -3.070 -0.598
10 S -0.278 -2.434 0.656
11 H 0.431 -3.281 2.778
12 H 1.787 -2.686 1.836
13 H 1.479 -1.184 3.738
14 H -0.234 -1.030 3.447
15 H 3.032 -0.768 1.665
16 H 3.266 0.957 1.889
17 H 3.812 0.130 -0.458
18 H 2.688 1.481 -0.407
19 H 2.757 -2.205 0.015
20 H 2.629 -2.549 -1.698
21 H 1.174 -4.073 -0.296
22 H 0.267 -3.181 -1.499
23 O -0.590 4.023 -0.901
24 Cl 0.112 2.851 -0.595
25 O 0.961 2.966 0.550
26 O -0.983 1.804 -0.167
27 O 0.789 2.254 -1.697
28 C -2.358 1.568 2.643
29 Se -2.533 -0.065 1.592
30 C -3.766 0.606 0.228
31 C -3.776 -0.308 -0.975
32 Se -2.037 -0.397 -1.890
33 C -2.168 -2.243 -2.484
34 H -1.807 2.308 2.072
35 H -1.851 1.306 3.568
36 H -3.368 1.903 2.868
37 H -3.463 1.623 -0.014
38 H -4.751 0.617 0.695
39 H -4.476 0.066 -1.721
40 H -4.055 -1.329 -0.717
41 H -3.052 -2.305 -3.115
42 H -2.253 -2.930 -1.646
43 H -1.294 -2.452 -3.095

Values from the calculation:
Kohn-Sham gap (spin up / spin down)   8.3 / 9.1 eV
HOMO level (spin up / spin down)   -16.183 / -16.382 eV
<S²>   3.837
2S+1   4
Total charge   +2
E   -8196.5053 Eh

***

Entry 2:
Molecular formula: C20H43FeN2O2SSi4
Method: DFT, the ωB97M-V functional and the def2-TZVPD basis

CARTESIAN COORDINATES (ANGSTROEM)
1 Fe 0.433 -0.999 0.889
2 N -1.828 -1.623 1.502
3 C -2.783 -0.503 1.632
4 C -2.700 0.185 2.991
5 C -1.290 0.564 3.433
6 C -0.629 1.638 2.565
7 N 0.609 1.112 1.959
8 H -2.129 -2.229 0.746
9 H -1.818 -2.185 2.350
10 H -3.816 -0.839 1.495
11 H -2.562 0.204 0.826
12 H -3.125 -0.480 3.749
13 H -3.336 1.074 2.952
14 H -0.659 -0.326 3.410
15 H -1.339 0.893 4.471
16 H -0.433 2.533 3.163
17 H -1.291 1.932 1.745
18 H 1.285 0.920 2.694
19 H 1.025 1.814 1.353
20 O 4.306 -0.284 0.738
21 C 3.453 -1.012 1.231
22 O 2.346 -1.329 0.638
23 C 3.688 -1.612 2.594
24 C 5.007 -1.589 3.053
25 C 5.356 -2.115 4.279
26 C 4.367 -2.670 5.083
27 C 3.054 -2.684 4.658
28 C 2.682 -2.160 3.410
29 S 0.971 -2.232 3.037
30 H 5.747 -1.143 2.403
31 H 6.387 -2.095 4.609
32 H 4.622 -3.095 6.046
33 H 2.278 -3.107 5.282
34 C -0.920 -2.970 -1.909
35 Si -1.843 -1.360 -2.317
36 C -3.620 -1.500 -1.649
37 C -2.024 -1.214 -4.199
38 Si -0.546 0.382 -1.381
39 Si -1.691 2.437 -1.440
40 C -2.208 2.952 -3.190
41 C -0.590 3.821 -0.753
42 C -3.296 2.451 -0.420
43 Si 1.588 0.512 -2.452
44 C 2.376 -1.177 -2.717
45 C 2.761 1.666 -1.545
46 C 1.218 1.249 -4.164
47 H -1.557 -3.855 -1.967
48 H -0.489 -2.929 -0.904
49 H -0.090 -3.120 -2.601
50 H -4.244 -2.095 -2.317
51 H -4.085 -0.515 -1.562
52 H -3.660 -1.966 -0.662
53 H -2.647 -2.013 -4.605
54 H -1.053 -1.259 -4.696
55 H -2.486 -0.261 -4.467
56 H -1.365 2.916 -3.883
57 H -2.603 3.969 -3.194
58 H -2.983 2.287 -3.579
59 H 0.352 3.874 -1.304
60 H -0.348 3.658 0.301
61 H -1.075 4.796 -0.834
62 H -3.910 1.571 -0.632
63 H -3.895 3.331 -0.660
64 H -3.103 2.465 0.655
65 H 2.475 -1.701 -1.766
66 H 3.380 -1.059 -3.129
67 H 1.801 -1.803 -3.404
68 H 3.217 1.148 -0.698
69 H 2.264 2.571 -1.184
70 H 3.575 1.977 -2.205
71 H 0.477 0.660 -4.711
72 H 2.131 1.278 -4.763
73 H 0.837 2.269 -4.083

Values from the calculation:
Kohn-Sham gap (spin up / spin down)   7.4 / 4.7 eV
HOMO level (spin up / spin down)   -7.012 / -6.975 eV
<S²>   8.766
2S+1   6
E   -3867.8320 Eh

***

The records above give, respectively, energy relative to the best compared isomer or geometry (same formula, charge and spin) values of 0.0, 7.2 kcal/mol.